1.
A structure of composition C6H8F2. Source: the OMol25 dataset; level of theory: ωB97M-V/def2-TZVPD.

The geometry in XYZ format:
```
16
Properties=species:S:1:pos:R:3:forces:R:3
C -0.49976 0.04995 1.22223 0.5 1.0 0.0
C -0.93203 -0.47828 -0.14966 -1.5 -0.8 -1.0
C -0.59204 0.69700 -1.03965 0.5 0.9 0.7
C 0.89570 0.97701 -0.45058 -1.7 2.2 -0.8
C 0.93433 -0.08902 0.57441 1.5 -1.2 2.2
C 0.35216 -1.30379 -0.18944 -0.7 -0.9 0.6
H -0.80404 1.09655 1.49901 0.2 -0.9 -0.2
H -1.90831 -0.99980 -0.28668 0.7 0.5 0.1
H -0.55144 0.57125 -2.09723 0.1 -0.9 -0.8
H -1.34033 1.49296 -0.93744 0.5 0.2 0.4
H 0.85256 1.96651 0.06038 0.5 -0.5 -0.5
H 1.64305 1.00092 -1.26307 -0.2 -0.3 0.6
H 1.85060 -0.12828 1.26765 -1.3 -0.2 -1.2
H 0.75269 -1.66894 -1.16099 -0.1 0.3 0.7
F -0.74926 -0.76982 2.30072 0.0 0.4 -0.2
F 0.09612 -2.41423 0.65032 0.9 0.2 -0.8
```
Positions in Å, forces in eV/Å.

Computed properties:
Energy (Ha): -433.09494
Orbital gap (Eh): 0.431
Charge: 0

2.
The ion C6H8F2IN2 with charge +1. Source: the OMol25 dataset; level of theory: ωB97M-V/def2-TZVPD.

The geometry in XYZ format:
```
19
Properties=species:S:1:pos:R:3:forces:R:3
C -1.71031 0.24583 -0.73166 1.0 0.7 0.7
C -1.06201 1.47646 -0.61677 -1.7 0.0 -1.2
C 0.21714 1.11639 -0.21085 3.8 3.2 1.6
C -1.31534 -2.09179 -0.11531 1.2 0.3 0.2
C 1.36823 -0.95521 0.57604 2.8 1.9 1.9
C 1.31853 2.03467 0.28019 -1.5 -0.9 2.1
N -0.86586 -0.70308 -0.32059 -4.4 -3.3 -0.7
N 0.31392 -0.20210 0.01820 2.7 1.8 1.0
F 2.41119 1.90311 -0.42474 1.6 -0.3 -0.9
F 1.63486 1.68900 1.62013 -0.1 -0.2 -0.9
I -1.77613 3.27007 -1.20974 0.4 -0.8 0.4
H -2.56571 -0.13416 -1.11014 -2.9 -0.2 -1.2
H -2.28923 -2.13700 0.40113 0.5 0.1 -0.3
H -1.30890 -2.57493 -1.08621 -0.4 -0.2 -0.1
H -0.51264 -2.57382 0.44938 -0.6 -0.1 0.2
H 2.38073 -0.43464 0.30916 -2.0 -1.0 0.6
H 1.35425 -1.15055 1.71297 -0.3 0.5 -1.6
H 1.34670 -1.84228 0.06515 0.4 -2.5 -1.0
H 1.06060 3.06403 0.39367 -0.5 0.8 -0.5
```
Positions in Å, forces in eV/Å.

Computed properties:
Energy (Ha): -839.91548
Orbital gap (spin up / spin down) (Eh): 0.222 / 0.219
Spin multiplicity: 3
Charge: +1